# 1
# C32H20Cl3N5OS2V

C32H20Cl3N5OS2V as an isolated structure at a distorted geometry (wB97M-V/def2-TZVPD, OMol25).

Structure (XYZ):
```
64
Properties=species:S:1:pos:R:3:nbo_charge:R:1
V 1.332 0.032 0.634 1.340
Cl -3.612 -3.011 4.565 0.025
C -2.197 -2.229 3.937 -0.076
C -0.934 -2.752 4.215 -0.171
C 0.192 -2.154 3.692 -0.242
C 0.091 -1.042 2.849 0.330
O 1.229 -0.499 2.389 -0.725
C -1.193 -0.528 2.566 -0.142
C -1.389 0.617 1.714 0.207
N -0.511 0.972 0.850 -0.548
C -0.572 2.218 0.187 0.174
C -1.695 2.860 -0.251 -0.220
C -1.587 4.136 -0.847 -0.179
C -0.375 4.754 -0.963 -0.157
C 0.800 4.109 -0.503 -0.089
C 2.084 4.698 -0.522 -0.077
C 3.150 4.008 -0.024 -0.257
C 2.967 2.695 0.441 0.140
N 1.788 2.106 0.463 -0.523
C 0.696 2.819 0.037 0.141
C -2.326 -1.112 3.152 -0.180
H -0.846 -3.621 4.853 0.243
H 1.179 -2.533 3.919 0.243
H -2.296 1.206 1.848 0.205
H -2.666 2.396 -0.141 0.238
H -2.483 4.626 -1.201 0.234
H -0.296 5.741 -1.399 0.231
H 2.205 5.696 -0.922 0.235
H 4.142 4.435 -0.005 0.246
H 3.806 2.093 0.767 0.245
H -3.308 -0.704 2.947 0.238
N -2.579 -2.871 0.299 -0.524
C -3.499 -1.965 -0.188 0.092
C -4.880 -1.862 -0.056 -0.226
C -5.480 -0.788 -0.684 -0.200
C -4.735 0.143 -1.428 -0.226
C -3.365 0.033 -1.550 -0.226
C -2.737 -1.031 -0.901 0.131
N -1.391 -1.352 -0.824 -0.475
C -1.347 -2.438 -0.103 0.363
C -0.118 -3.146 0.243 0.070
C -0.018 -4.486 0.446 -0.417
S 1.607 -4.906 0.738 0.529
C 2.053 -3.274 0.578 -0.119
N 1.072 -2.451 0.329 -0.461
H -2.767 -3.647 0.910 0.429
H -5.459 -2.582 0.505 0.229
H -6.552 -0.667 -0.612 0.227
H -5.255 0.951 -1.924 0.224
H -2.787 0.726 -2.146 0.225
H -0.794 -5.230 0.385 0.256
H 3.074 -2.943 0.687 0.265
Cl 1.154 -0.104 -1.852 0.117
C 2.816 0.065 -2.429 0.042
C 2.963 0.315 -3.780 -0.260
C 4.242 0.426 -4.295 -0.199
C 5.332 0.285 -3.451 -0.211
C 5.146 0.033 -2.103 -0.035
Cl 6.552 -0.131 -1.107 0.036
C 3.869 -0.092 -1.526 -0.253
S 3.688 -0.442 0.181 -0.242
H 2.092 0.416 -4.411 0.235
H 4.389 0.619 -5.348 0.232
H 6.340 0.368 -3.831 0.240
```

## Properties
Spin multiplicity = 3
F_max = 1.23 eV/A
HOMO level (alpha / beta) = -10.2 / -10.4 eV
Charge = +1
HOMO-LUMO gap (alpha / beta) = 6.51 / 6.79 eV

***

# 2
# C10H20N6O2SZr

C10H20N6O2SZr as an isolated structure at a distorted geometry (wB97M-V/def2-TZVPD, OMol25).

Structure (XYZ):
```
40
Properties=species:S:1:pos:R:3:nbo_charge:R:1
Zr 1.600 3.085 -0.800 1.876
N -0.597 -0.353 0.168 -0.811
C 0.378 -0.498 -0.891 -0.153
C -0.156 -0.728 -2.307 -0.418
C -1.030 -1.966 -2.492 -0.425
C -0.306 -3.312 -2.446 -0.236
N -0.175 -3.922 -1.110 -0.564
C -1.015 -4.822 -0.600 0.677
N -0.698 -5.471 0.520 -0.756
N -2.183 -5.062 -1.189 -0.759
C 1.285 0.710 -0.871 0.805
O 1.689 1.250 0.225 -0.699
O 1.631 1.304 -1.945 -0.694
H -1.092 -1.221 0.329 0.367
H -1.280 0.364 -0.054 0.381
H 1.068 -1.306 -0.599 0.214
H 0.671 -0.773 -3.018 0.231
H -0.740 0.154 -2.584 0.240
H -1.489 -1.892 -3.480 0.247
H -1.867 -1.970 -1.786 0.208
H 0.706 -3.246 -2.846 0.235
H -0.810 -4.037 -3.087 0.220
H 0.668 -3.752 -0.585 0.416
H 0.233 -5.429 0.897 0.426
H -1.332 -6.129 0.942 0.432
H -2.488 -4.533 -1.987 0.430
H -2.787 -5.800 -0.866 0.434
S -0.588 3.499 -1.002 -0.552
C -0.030 4.269 4.157 -0.407
N 0.787 4.508 2.957 -0.287
C 1.197 5.747 2.492 -0.044
C 1.880 5.521 1.350 -0.064
N 1.909 4.154 1.107 -0.664
C 1.226 3.591 2.107 0.244
H 0.210 5.034 4.889 0.239
H 0.220 3.294 4.564 0.231
H -1.083 4.319 3.896 0.234
H 0.976 6.656 3.024 0.257
H 2.367 6.231 0.703 0.241
H 1.046 2.533 2.220 0.247
```

## Properties
F_max = 2.30 eV/A
HOMO level = -14.3 eV
Energy relative to the best compared isomer or geometry (same formula, charge and spin) = 31.45 kcal per mole
Charge = +2
HOMO-LUMO gap = 7.99 eV

***

# 3
# C31H75N11O8

A 8-piece molecular cluster, C31H75N11O8 overall at a distorted geometry (wB97M-V/def2-TZVPD, OMol25).

Structure (XYZ):
```
125
Properties=species:S:1:pos:R:3:mulliken_charge:R:1
C 10.031 6.745 14.133 -1.815
C 9.477 7.907 13.300 1.628
C 9.926 7.864 11.793 -1.550
C 7.980 7.767 13.367 -1.500
C 7.220 9.086 12.973 -0.593
C 7.715 10.171 13.916 -1.358
C 9.191 10.394 13.718 1.375
C 9.436 11.003 12.267 -1.299
C 9.696 11.485 14.730 -1.776
N 9.906 9.126 13.992 0.249
O 11.334 9.296 13.759 0.418
H 9.580 5.768 14.008 0.413
H 11.129 6.629 13.743 0.256
H 10.029 6.954 15.193 0.406
H 10.091 6.745 11.599 0.458
H 9.211 8.333 11.133 0.492
H 10.915 8.344 11.560 0.073
H 7.833 7.006 12.601 0.433
H 7.710 7.294 14.319 0.441
H 7.393 9.241 11.879 0.336
H 6.169 8.811 13.042 0.424
H 7.621 9.727 14.898 0.407
H 7.281 11.108 13.790 0.570
H 10.470 11.496 12.331 0.106
H 8.706 11.764 12.068 0.442
H 9.368 10.206 11.540 0.334
H 10.704 11.831 14.604 0.127
H 9.510 11.078 15.736 0.339
H 9.087 12.377 14.573 0.489
H 11.647 9.512 12.868 -0.079
C 15.122 15.361 18.630 -1.845
C 14.905 16.553 17.764 1.664
C 14.848 17.741 18.738 -1.861
C 16.078 16.656 16.765 -0.971
C 15.908 17.872 15.876 -1.032
C 14.644 17.530 15.104 -0.874
C 13.343 17.382 15.826 2.316
C 12.832 18.697 16.319 -2.057
C 12.296 16.630 14.950 -1.470
N 13.562 16.391 16.948 0.061
O 12.465 16.509 17.868 -0.456
H 15.858 15.665 19.313 0.478
H 14.193 14.889 19.073 0.327
H 15.583 14.509 18.139 0.398
H 14.157 17.387 19.547 0.461
H 15.791 18.024 19.198 0.375
H 14.454 18.708 18.424 0.340
H 17.014 16.740 17.387 0.504
H 16.173 15.736 16.132 0.167
H 15.775 18.876 16.438 0.241
H 16.647 17.967 15.090 0.535
H 14.751 16.558 14.626 0.165
H 14.394 18.297 14.313 -0.184
H 12.502 19.366 15.496 0.429
H 13.566 19.308 16.811 0.411
H 11.895 18.666 16.891 0.598
H 12.768 16.021 14.158 -0.006
H 11.575 17.349 14.503 0.302
H 11.665 15.908 15.460 0.382
H 12.369 17.436 18.067 0.378
C 15.371 17.157 11.638 -1.805
C 14.254 17.829 10.816 2.109
C 13.114 16.810 10.710 -0.923
C 13.880 19.164 11.512 -0.581
C 12.934 19.928 10.656 -0.984
C 13.568 20.280 9.362 -1.510
C 14.013 18.988 8.560 1.752
C 12.767 18.217 8.080 -1.494
C 14.854 19.385 7.389 -1.903
N 14.875 18.274 9.518 -0.118
O 15.398 17.115 8.822 -0.483
H 15.933 16.430 11.081 0.517
H 16.143 17.858 11.970 0.466
H 14.900 16.613 12.471 0.110
H 12.213 17.252 10.312 0.322
H 13.349 15.942 10.039 -0.073
H 12.808 16.386 11.715 -0.008
H 13.453 19.043 12.497 -0.212
H 14.820 19.733 11.667 0.566
H 12.061 19.324 10.722 0.460
H 12.799 20.870 11.181 0.482
H 14.449 20.812 9.516 0.517
H 12.966 20.799 8.645 0.443
H 12.461 18.679 7.140 0.423
H 11.917 18.351 8.709 0.434
H 12.895 17.128 7.957 0.123
H 14.384 20.192 6.763 0.395
H 15.140 18.537 6.774 0.395
H 15.871 19.744 7.762 0.383
H 16.358 17.380 8.758 0.355
N 15.470 14.005 9.907 -0.384
C 14.350 13.280 9.683 0.327
N 13.526 13.616 8.567 -0.561
O 14.042 12.283 10.311 -0.552
H 15.499 14.987 9.640 0.236
H 15.754 13.768 10.843 0.318
H 12.521 13.480 8.699 0.287
H 13.699 14.590 8.350 0.314
N 17.439 10.409 12.113 -0.525
C 16.441 10.208 13.033 0.668
N 16.484 10.908 14.195 -0.252
O 15.576 9.344 12.820 -0.701
H 17.945 11.266 12.253 0.216
H 17.189 10.187 11.151 0.272
H 15.703 10.695 14.854 0.037
H 17.215 11.459 14.605 0.189
N 12.157 9.540 16.889 -0.551
C 13.444 9.653 16.412 0.684
N 13.689 8.702 15.511 -0.317
O 14.261 10.515 16.799 -0.742
H 11.850 10.351 17.363 0.303
H 11.432 9.305 16.205 0.120
H 14.564 8.785 14.931 0.261
H 12.960 8.117 15.083 0.208
N 13.728 12.273 13.734 0.678
C 14.361 13.331 14.256 0.291
N 14.735 13.250 15.521 -0.050
O 14.534 14.235 13.425 -0.684
H 13.727 12.298 12.735 -0.184
H 13.583 11.373 14.175 -0.339
H 14.721 14.104 16.075 0.155
H 14.522 12.349 16.005 0.087
O 12.871 9.701 11.225 -0.528
H 13.044 10.531 10.797 0.267
H 13.641 9.264 11.649 0.272
```

## Properties
Structure (SMILES) = CC1(C)CCCC(C)(C)N1O.CC1(C)CCCC(C)(C)N1O.CC1(C)CCCC(C)(C)N1O.NC(N)=O.NC(N)=O.NC(N)=O.NC(N)=O.O
F_max = 3.64 eV/A
HOMO level = -8.7 eV
Energy relative to the best compared isomer or geometry (same formula, charge and spin) = 14.86 kcal per mole
HOMO-LUMO gap = 9.22 eV

***

# 4
# C6H8HgN2O5S3

C6H8HgN2O5S3 as an isolated structure at a distorted geometry (wB97M-V/def2-TZVPD, OMol25).

Structure (XYZ):
```
25
Properties=species:S:1:pos:R:3:nbo_charge:R:1
O 2.186 0.170 -3.275 -0.837
S 1.380 1.231 -2.815 2.479
O 1.271 2.394 -3.602 -0.830
O 1.784 1.839 -1.303 -0.631
C 0.494 1.894 -0.678 -0.093
S 0.545 2.526 1.036 0.082
C -0.072 0.502 -0.968 0.033
C -1.521 0.164 -0.575 -0.430
C -1.722 -0.107 0.951 -0.553
S -1.656 -1.902 1.450 0.499
C 0.063 -2.219 1.721 0.220
N 0.797 -3.288 1.446 -0.141
N 2.017 -2.959 1.841 -0.194
C 2.027 -1.727 2.304 0.374
O 0.775 -1.224 2.252 -0.386
O -0.064 0.478 -2.424 -0.663
H -0.010 2.695 -1.253 0.251
H -0.756 2.708 1.387 0.148
H 0.572 -0.380 -0.760 0.215
H -2.218 0.951 -0.917 0.280
H -1.790 -0.760 -1.136 0.193
H -0.951 0.393 1.572 0.307
H -2.709 0.261 1.293 0.284
H 2.841 -1.117 2.698 0.276
Hg -3.284 -2.524 -0.243 1.118
```

## Properties
F_max = 2.23 eV/A
HOMO level = -16.2 eV
Charge = +2
HOMO-LUMO gap = 3.02 eV

***

Per-record E_tot, Ha: -4701.385745 -1316.916951 -2430.393564 -2066.201259